Entry 1:
82
Properties=species:S:1:pos:R:3:forces:R:3 method="wB97M-V/def2-TZVPD" multiplicity=1 de_lowest_kcal_mol=71.2 total_charge=+2 orbital_gap_ev=6.5
W -0.145 0.466 0.979 -0.14 0.25 0.00
O 0.384 0.116 2.770 -0.24 0.44 0.43
C 0.170 0.588 4.058 0.30 -0.90 -1.19
C 0.868 0.030 5.110 0.04 0.25 -0.18
C 0.729 0.590 6.363 -0.34 0.13 0.89
C -0.176 1.636 6.636 0.86 -0.70 -1.31
C -0.864 2.148 5.559 -0.55 0.51 0.55
C -0.709 1.628 4.271 -0.67 0.84 -0.62
C -1.394 2.311 3.183 0.58 -0.21 0.27
N -1.287 2.060 1.923 -0.43 0.13 0.70
C -1.992 2.970 1.011 -0.14 -0.09 0.24
C -2.669 2.117 -0.034 0.65 0.29 0.12
N -1.611 1.222 -0.592 -0.24 0.13 -0.69
C -1.067 1.711 -1.931 0.76 0.27 -0.01
C 0.383 2.115 -2.042 -0.91 -0.18 0.42
C 0.876 2.327 -3.311 0.95 -0.04 -0.18
C 2.213 2.704 -3.450 -0.02 -0.04 0.14
C 3.036 2.846 -2.328 -1.12 -0.29 -0.28
C 2.519 2.625 -1.063 -0.06 0.20 0.18
C 1.172 2.299 -0.925 0.05 -0.18 0.78
O 0.560 2.161 0.338 0.68 0.07 -0.83
H 1.544 -0.785 4.939 0.19 -0.24 -0.07
H 1.329 0.190 7.174 -0.08 0.00 -0.05
H -0.241 2.059 7.609 -0.16 0.19 0.54
H -1.539 2.995 5.707 0.14 -0.26 -0.08
H -1.996 3.171 3.487 0.02 -0.17 -0.10
H -1.238 3.604 0.569 0.11 0.32 -0.19
H -2.715 3.587 1.564 0.18 -0.21 -0.25
H -3.092 2.756 -0.812 -0.12 -0.36 -0.01
H -3.412 1.488 0.430 -0.32 -0.14 -0.08
H -1.681 2.523 -2.330 -0.18 -0.11 0.30
H 0.219 2.133 -4.154 0.24 0.24 -0.12
H 2.650 2.893 -4.414 -0.09 -0.03 -0.32
H 4.063 3.123 -2.439 0.39 0.11 -0.09
H 3.186 2.760 -0.222 -0.28 -0.06 0.23
C 3.233 0.912 2.106 0.81 -0.92 0.14
O 2.398 0.389 1.056 0.29 0.07 0.04
C 2.397 -0.962 0.900 -1.46 -0.08 -0.58
C 3.317 -1.808 1.449 0.90 -0.19 0.69
C 3.147 -3.185 1.392 0.41 0.61 0.13
C 2.012 -3.709 0.793 0.09 -1.25 0.23
C 1.077 -2.893 0.212 0.63 0.78 -0.30
C 1.257 -1.489 0.233 0.77 -0.87 0.83
N 0.351 -0.651 -0.498 -0.15 0.20 0.17
N 0.347 -1.071 -1.797 0.69 -0.32 -0.01
C -0.396 -0.630 -2.729 -0.69 0.97 -0.08
C -1.528 0.365 -2.533 0.21 -0.08 -0.01
O -2.245 0.126 -1.281 -0.31 -0.33 0.02
C -2.460 0.416 -3.688 -0.08 0.22 0.47
C -2.203 -0.131 -4.865 -0.05 -0.61 -0.65
C -0.948 -0.868 -5.156 -0.74 0.55 0.23
C -0.626 -1.359 -6.417 -0.31 0.04 -0.29
C 0.589 -1.996 -6.635 0.29 0.15 0.81
C 1.540 -2.078 -5.600 -0.61 -0.25 -0.76
C 1.178 -1.640 -4.339 0.28 -0.03 -0.29
C -0.068 -1.052 -4.092 0.76 -0.51 -0.14
H 3.106 0.340 3.034 -0.22 0.10 -0.22
H 2.969 1.930 2.273 -0.32 0.73 -0.11
H 4.296 0.834 1.829 -0.41 0.17 -0.10
H 4.159 -1.359 1.972 -0.02 -0.37 -0.16
H 3.924 -3.824 1.813 -0.35 0.08 -0.08
H 1.899 -4.802 0.809 -0.13 0.58 -0.26
H 0.275 -3.314 -0.363 -0.24 -0.04 -0.02
H -3.387 0.936 -3.498 -0.13 0.08 -0.04
H -2.983 -0.065 -5.626 0.39 -0.01 -0.02
H -1.331 -1.245 -7.248 0.23 -0.05 0.39
H 0.804 -2.441 -7.586 0.09 0.04 -0.40
H 2.517 -2.522 -5.830 -0.46 0.24 0.39
H 1.888 -1.733 -3.546 0.20 0.00 0.43
C -2.118 -2.831 0.249 -0.50 1.29 -0.44
C -1.691 -2.109 1.512 0.09 -0.15 0.72
C -2.474 -2.684 2.700 0.58 0.24 0.96
C -1.967 -0.584 1.477 0.27 0.16 0.63
H -2.020 -3.893 0.327 0.14 -0.68 0.15
H -1.543 -2.477 -0.601 -0.08 -0.05 -0.29
H -3.173 -2.594 0.041 0.26 -0.18 0.02
H -0.605 -2.305 1.687 -0.81 0.08 0.14
H -3.528 -2.383 2.709 0.17 -0.04 -0.20
H -2.022 -2.345 3.656 -0.31 -0.04 -0.42
H -2.418 -3.769 2.726 -0.07 -0.13 -0.14
H -2.210 -0.225 2.508 0.05 -0.33 -0.75
H -2.808 -0.383 0.829 -0.22 -0.02 -0.03

Entry 2:
14
Properties=species:S:1:pos:R:3:forces:R:3 method="wB97M-V/def2-TZVPD" multiplicity=1 de_lowest_kcal_mol=34.7 orbital_gap_ev=11.2
C 1.574 0.201 -0.753 -0.01 0.03 -0.03
C 0.367 0.283 0.153 0.11 -0.10 -0.31
O 0.639 1.036 1.301 -0.14 0.15 0.04
C -0.455 -0.994 0.419 0.00 -0.12 0.04
C -1.643 -0.148 -0.036 -0.38 -0.19 -0.09
O -0.776 0.923 -0.456 0.10 -0.04 -0.27
H 2.370 -0.401 -0.300 -0.20 0.10 0.04
H 1.289 -0.254 -1.705 0.05 0.05 0.11
H 1.965 1.206 -0.932 -0.08 -0.11 0.00
H -0.107 1.656 1.241 0.43 0.15 0.58
H -0.223 -1.818 -0.261 0.02 0.12 0.12
H -0.450 -1.333 1.455 0.01 0.05 -0.15
H -2.333 0.157 0.761 0.14 0.04 -0.13
H -2.218 -0.514 -0.887 -0.03 -0.12 0.07

Entry 3:
16
Properties=species:S:1:pos:R:3:forces:R:3 method="wB97M-V/def2-TZVPD" multiplicity=1 de_lowest_kcal_mol=56.5 orbital_gap_ev=8.6
C -0.365 1.570 1.325 3.18 -0.62 -2.82
S -0.861 0.128 2.261 -1.43 -0.63 -0.46
C 0.178 0.059 3.702 1.03 0.16 1.32
H -0.939 2.471 1.517 0.35 0.07 0.30
H 0.803 1.608 1.437 -2.15 0.75 0.21
H -0.347 1.406 0.118 -0.61 0.05 2.89
H -0.487 -0.397 4.577 1.53 1.72 -1.58
H 0.631 1.121 3.741 -0.97 -1.64 1.06
H 1.073 -0.629 3.633 -1.01 0.56 -0.30
C 0.022 -1.231 -0.513 -1.11 3.32 5.50
S 1.141 -0.561 -1.599 2.06 1.13 -1.61
S -0.242 0.114 -3.023 -0.66 0.21 -0.59
H -0.842 -0.491 -0.213 1.59 -1.19 -0.95
H -0.484 -2.063 -0.835 -0.64 -2.57 -0.44
H 0.563 -1.221 0.629 -1.37 -0.78 -3.43
H 0.426 0.915 -3.916 0.23 -0.54 0.91

Entry 4:
76
Properties=species:S:1:pos:R:3:forces:R:3 method="wB97M-V/def2-TZVPD" multiplicity=1 de_lowest_kcal_mol=14.2 total_charge=-1 orbital_gap_ev=5.2
Zr 0.343 0.151 1.542 1.77 0.20 1.66
C 3.563 0.976 0.720 0.01 -0.08 0.01
O 2.509 0.010 0.615 -0.33 0.10 -0.19
C 2.718 -1.143 -0.077 -0.16 -0.29 -0.12
C 3.686 -1.289 -1.057 0.07 0.09 0.17
C 3.809 -2.500 -1.725 0.04 0.01 -0.02
C 2.968 -3.560 -1.424 0.00 0.00 -0.01
C 1.988 -3.411 -0.456 0.10 0.14 -0.08
C 1.852 -2.204 0.212 -0.04 -0.09 0.19
N 0.811 -1.975 1.180 -0.36 -0.42 -0.89
N 0.141 -3.007 1.459 0.22 0.17 0.28
C -0.874 -2.967 2.392 -0.03 0.04 -0.05
C -1.374 -1.838 3.072 -0.10 -0.09 -0.09
O -0.991 -0.607 2.888 -0.01 -0.17 -0.42
C -2.428 -2.020 4.021 0.02 -0.04 0.04
C -2.958 -3.238 4.278 0.01 0.10 0.01
C -2.482 -4.401 3.612 0.03 -0.03 -0.02
C -3.036 -5.669 3.884 0.01 -0.01 -0.01
C -2.574 -6.790 3.249 -0.03 0.01 0.03
C -1.531 -6.665 2.317 0.03 -0.02 -0.03
C -0.977 -5.444 2.037 0.01 0.00 -0.02
C -1.437 -4.268 2.673 -0.09 -0.05 0.08
H 4.495 0.459 0.947 0.00 0.01 0.00
H 3.626 1.538 -0.211 0.01 0.01 0.01
H 3.281 1.618 1.552 0.01 0.00 -0.02
H 4.337 -0.460 -1.297 0.00 0.00 -0.01
H 4.568 -2.605 -2.489 0.00 -0.01 0.00
H 3.067 -4.501 -1.950 0.01 0.00 0.00
H 1.308 -4.212 -0.214 -0.01 0.00 0.00
H -2.775 -1.123 4.519 -0.02 -0.02 0.01
H -3.759 -3.345 5.000 -0.01 0.01 0.01
H -3.837 -5.734 4.612 0.00 -0.01 0.00
H -3.003 -7.761 3.464 0.00 0.00 0.00
H -1.154 -7.547 1.814 0.00 0.00 0.00
H -0.171 -5.366 1.324 0.00 0.00 0.00
Se 2.312 -1.106 3.448 -0.28 0.22 -0.07
Se 1.619 1.090 3.784 -0.17 0.05 -0.35
Te -1.321 3.020 2.567 -0.05 -0.03 0.11
Se 0.314 2.775 0.691 -0.33 0.03 -0.26
C 5.338 3.056 -1.778 0.04 0.01 0.06
C 3.946 2.971 -2.339 -0.06 0.00 -0.05
C 2.959 3.870 -1.957 0.03 -0.01 -0.01
C 1.693 3.828 -2.527 -0.08 -0.01 0.05
C 1.411 2.871 -3.483 -0.07 0.13 0.01
C 2.370 1.935 -3.847 0.05 -0.07 -0.09
C 3.625 1.987 -3.276 0.02 0.00 0.03
S -0.143 2.891 -4.338 0.04 -0.07 -0.02
O 0.173 2.671 -5.722 -0.03 -0.01 0.07
O -0.876 4.044 -3.904 0.05 -0.04 -0.06
N -0.993 1.589 -3.857 0.03 -0.06 -0.04
C -1.731 1.596 -2.587 -0.04 0.11 0.06
C -1.858 0.173 -2.033 0.12 0.00 -0.07
C -0.865 -0.045 -0.916 0.02 -0.27 -0.12
O 0.356 0.137 -1.080 -0.05 0.03 0.14
O -1.320 -0.383 0.225 -0.47 0.21 0.12
H 5.395 3.787 -0.973 0.00 0.00 0.01
H 6.050 3.349 -2.552 -0.01 0.01 0.00
H 5.669 2.094 -1.383 0.00 -0.02 0.00
H 3.178 4.620 -1.207 0.00 0.01 0.02
H 0.929 4.536 -2.237 -0.01 0.01 -0.01
H 2.144 1.189 -4.598 -0.01 0.01 -0.01
H 4.377 1.264 -3.573 0.01 0.00 0.00
H -0.533 0.719 -4.084 0.04 0.01 -0.03
H -2.717 2.018 -2.771 0.02 0.01 0.02
H -1.225 2.234 -1.856 -0.05 0.00 0.01
H -1.656 -0.555 -2.824 -0.04 -0.02 0.02
H -2.860 -0.025 -1.658 0.02 0.08 0.05
Te -3.521 1.539 2.045 0.13 0.07 -0.02
C -4.812 3.066 1.393 0.11 0.06 -0.15
C -4.876 4.375 1.774 0.00 -0.06 0.08
C -5.902 5.096 1.111 -0.12 0.00 0.01
C -6.611 4.324 0.242 0.07 0.09 -0.11
S -5.981 2.734 0.180 -0.11 -0.02 0.12
H -4.207 4.808 2.504 0.01 -0.01 0.01
H -6.112 6.142 1.283 -0.01 0.01 0.01
H -7.447 4.617 -0.371 0.00 -0.02 -0.04

Entry 5:
120
Properties=species:S:1:pos:R:3:forces:R:3 method="wB97M-V/def2-TZVPD" multiplicity=1 de_lowest_kcal_mol=175.8 orbital_gap_ev=9.9
H -2.998 -3.646 4.419 -0.33 -0.22 0.23
H -1.550 -3.651 4.702 0.21 -0.01 0.39
O -2.387 -3.432 5.133 0.16 -0.13 -0.32
H -0.941 2.492 -2.488 -0.11 -0.33 0.69
H -2.285 2.001 -2.705 -0.48 -0.32 0.32
O -1.606 1.935 -2.016 0.68 2.26 -1.61
H 1.994 -1.695 4.139 0.02 0.22 -0.34
H 1.760 -1.527 2.635 0.23 0.18 0.15
O 2.100 -2.141 3.291 -0.11 -0.19 0.33
H -4.116 1.577 -5.165 0.40 -0.77 0.16
H -2.747 0.957 -4.459 -0.85 -0.16 -0.76
O -3.300 1.724 -4.672 0.65 0.74 0.69
H 0.339 -4.272 -3.610 0.97 -0.52 -0.30
H 1.783 -3.826 -3.718 -0.07 -0.42 0.02
O 1.233 -4.618 -3.828 -0.48 0.59 -0.38
H 0.767 -3.298 1.107 0.34 -0.24 0.26
O 1.728 -3.225 1.013 -1.10 -0.04 -0.66
H 4.431 0.287 -5.257 -0.14 -0.22 0.17
O 4.198 1.147 -5.602 -0.05 0.84 -0.27
H -1.187 -5.202 2.401 -0.25 -0.16 -0.01
H 0.153 -5.662 2.788 -0.10 -0.50 -0.11
O -0.694 -6.029 2.479 0.36 0.81 0.15
H -0.245 -3.362 -1.183 -0.21 -0.06 -0.05
H -0.607 -3.006 -2.620 -0.60 -0.06 -0.15
O 0.145 -3.058 -2.014 0.14 0.62 0.41
H -0.185 -1.459 1.506 -0.38 0.86 -0.92
H -0.793 -0.880 0.169 -0.10 -0.08 0.41
O -0.137 -0.697 0.868 0.77 -0.08 0.19
H -1.570 -2.367 2.833 0.72 -0.20 -0.56
H -0.141 -2.143 3.300 0.42 -0.63 -0.12
O -0.632 -2.681 2.653 -0.81 0.40 0.88
H -1.816 -2.925 0.813 -0.65 0.57 -0.06
O -2.194 -2.314 0.163 -0.16 0.01 -0.27
H 4.676 1.906 -1.194 -0.14 -0.11 -0.38
H 5.443 0.690 -1.902 -0.36 0.57 -0.18
O 5.367 1.244 -1.120 0.50 -0.53 0.54
H 2.970 -2.481 5.766 0.26 -0.24 -0.03
H 2.634 -3.633 4.798 0.12 0.18 -0.10
O 2.404 -3.249 5.650 -0.22 -0.05 0.55
H 2.214 0.992 3.235 0.04 -0.19 -0.25
H 2.075 0.738 4.741 -0.05 0.17 0.12
O 1.717 0.475 3.888 -0.13 0.43 0.24
H -3.649 -1.188 2.843 0.12 -0.22 -1.78
H -3.146 -1.761 3.960 0.92 -1.23 0.06
O -3.097 -1.976 3.000 -1.59 1.74 1.76
H 3.917 -5.378 1.588 0.60 -0.13 -0.14
H 3.112 -4.194 1.240 0.88 0.37 -0.31
O 4.048 -4.511 1.184 -1.07 -0.36 0.37
H -4.594 -0.221 -0.202 -0.36 1.32 0.40
H -4.107 0.625 1.227 -0.81 0.53 -1.15
O -4.125 -0.123 0.629 1.21 -1.85 0.88
H -2.030 -5.115 -0.044 -0.09 0.09 -0.10
O -2.159 -4.613 -0.863 0.03 -0.82 -0.04
H -1.806 4.399 0.441 0.64 0.08 -0.36
H -0.987 3.000 0.732 0.43 0.77 -0.76
O -1.796 3.527 0.820 -1.22 -0.67 0.89
H -0.795 5.039 -2.384 0.38 -0.25 0.84
O -0.268 5.847 -2.471 -1.04 0.01 -0.49
H 0.773 -0.141 -1.294 0.16 -0.21 0.18
H 0.945 -1.299 -2.296 -0.09 0.26 0.29
O 0.811 -0.330 -2.237 0.60 -0.47 0.00
H -1.133 0.400 -1.858 -1.68 -1.77 0.18
H -1.121 -1.174 -1.803 0.05 -0.47 -0.10
O -1.710 -0.430 -1.720 0.22 1.04 -0.12
H 4.254 -2.814 -0.693 -0.02 -0.24 0.28
H 4.438 -1.312 -0.926 -0.04 0.04 0.16
O 3.814 -1.965 -0.589 -0.11 0.36 -0.21
H 1.155 3.882 -2.962 0.27 0.29 -0.26
H 0.625 4.469 -4.293 0.17 -0.17 0.32
O 0.574 3.702 -3.710 -0.27 -0.73 -0.30
H 2.506 3.480 0.458 0.53 0.21 -0.21
H 3.212 3.614 -0.913 0.23 -0.27 0.19
O 3.321 3.214 -0.031 -0.81 0.32 0.00
H -4.245 -1.628 -2.618 -0.09 -0.34 0.18
H -3.781 -2.731 -1.663 0.19 -0.14 -0.15
O -4.149 -2.591 -2.553 0.08 0.61 0.12
H -4.692 1.056 -2.930 0.16 0.64 0.00
H -5.710 2.223 -2.601 0.46 -0.05 -0.04
O -5.613 1.285 -2.787 -0.64 -0.57 0.12
H -0.713 6.394 0.860 0.00 0.15 -0.09
H 0.226 6.824 -0.280 -0.15 -0.12 0.09
O 0.197 6.643 0.669 0.08 -0.02 -0.04
H -2.199 1.886 2.038 1.07 0.04 0.12
H -0.780 1.425 2.651 0.06 -0.09 -0.69
O -1.708 1.586 2.821 -1.06 -0.12 0.80
H 3.837 4.483 -3.361 0.08 0.02 0.08
H 3.601 5.354 -2.087 0.15 0.08 -0.21
O 3.552 4.460 -2.442 -0.33 0.05 -0.06
H 2.927 1.709 0.670 0.53 -0.85 0.21
O 2.607 1.097 1.378 -0.54 0.13 0.47
H 0.082 -6.452 -2.629 0.14 -0.23 -0.09
H 0.688 -5.318 -1.869 0.11 -0.03 0.01
O 0.084 -6.062 -1.751 -0.21 -0.17 0.07
H -1.905 -5.291 -1.512 0.20 0.27 0.08
H 1.842 -2.310 0.737 0.43 -0.01 -0.42
H -0.630 6.041 -3.350 0.44 0.89 0.07
H 3.397 1.422 -5.113 0.69 -0.64 -0.08
H -2.684 -1.579 0.571 0.18 -0.31 0.26
H 2.971 0.207 1.373 0.50 0.28 -0.58
O 1.176 3.628 1.713 -0.03 0.23 1.48
H 0.788 4.095 2.465 0.33 0.40 -0.73
H 1.562 2.894 2.211 0.16 -0.42 -0.44
O -1.821 -2.876 -4.149 0.67 -0.24 0.04
H -2.485 -2.275 -3.786 -0.14 -0.15 0.10
H -1.224 -2.392 -4.731 -0.27 0.17 -0.04
O 0.209 4.486 4.656 -0.15 -0.36 0.00
H 0.068 4.630 3.718 -0.22 0.48 0.15
H -0.554 3.937 4.871 -0.07 0.02 0.18
O 0.654 1.265 6.605 0.49 0.86 2.12
H 0.743 0.325 6.466 -0.50 0.28 -1.24
H 0.458 1.957 5.971 0.00 -1.18 -0.82
O 2.004 0.962 -4.109 -1.13 -0.04 -0.13
H 1.408 0.516 -3.464 0.84 0.06 0.32
H 1.353 1.188 -4.783 0.22 0.33 -0.30
O 0.435 2.066 -0.039 0.24 -1.28 -0.86
H 0.792 2.093 -0.933 -0.11 0.31 -0.16
H 0.745 1.184 0.252 -0.31 0.44 0.60
O -4.327 4.914 1.468 0.00 -0.12 0.18
H -4.085 4.917 2.400 -0.05 0.21 0.03
H -4.084 4.019 1.209 0.15 -0.03 -0.25

Entry 6:
16
Properties=species:S:1:pos:R:3:forces:R:3 method="wB97M-V/def2-TZVPD" multiplicity=1 de_lowest_kcal_mol=15.0 total_charge=-1 orbital_gap_ev=7.3
H 1.814 -1.222 -1.820 0.37 -0.17 1.40
N 1.952 -1.238 -0.773 1.43 -0.45 -2.00
C 0.896 -0.866 -0.223 -0.25 0.62 -0.61
C 0.843 -0.759 1.256 -1.06 -1.22 1.18
F 0.429 -2.113 1.683 -0.15 0.84 -0.13
C -0.160 0.221 1.698 -2.46 -0.52 -2.42
Cl -0.132 0.495 3.370 -0.14 0.59 1.25
N -1.191 0.541 0.977 1.46 0.00 2.24
C -1.207 0.332 -0.369 0.18 2.15 -0.25
C -0.793 1.973 -1.059 -0.04 -1.29 0.53
O 0.241 2.377 -0.604 1.49 0.15 0.86
O -1.583 2.323 -1.888 -1.58 0.35 -1.19
N -0.315 -0.617 -0.870 1.79 -1.58 0.09
Cl -0.334 -0.894 -2.571 -0.17 0.37 0.70
H 1.692 -0.644 1.910 1.10 0.18 -1.01
H -2.153 0.089 -0.717 -1.99 -0.01 -0.61